(1)
18
Properties=species:S:1:pos:R:3:lowdin_spin:R:1 method="wB97M-V/def2-TZVPD" spin_multiplicity=5 lumo_energy_ev="-16.2 / -21.0" relative_energy_ev=0.3060 s2=6.03 orbital_gap_ev="9.08 / 3.76" total_charge=+4 homo_energy_ev="-25.2653 / -24.7279"
Lu -0.3035 0.6113 -2.1430 0.055
Rh 0.8630 0.0858 0.0779 1.915
Cl -0.9182 2.9668 -2.1840 0.226
Cl -0.3615 -1.7584 -1.0123 0.327
S -2.2710 -0.6949 3.3678 0.038
O 0.9844 -1.8599 -4.4795 0.000
O 1.9275 2.7459 0.7182 0.102
O 1.2442 1.7440 -5.2306 0.000
N -0.3367 -0.3689 1.7345 0.217
C 0.1936 -1.1907 2.7255 0.364
C -0.7586 -1.5107 3.6786 0.319
C 0.8050 1.4429 -4.2059 0.011
C 0.5333 -1.0291 -3.8311 0.005
C 1.4639 1.7303 0.3796 0.102
C -1.6103 0.0222 1.9524 0.291
H -2.1176 0.7115 1.2844 0.010
H -0.5837 -2.1596 4.5172 0.009
H 1.2461 -1.4885 2.6503 0.010

(2)
90
Properties=species:S:1:pos:R:3:lowdin_spin:R:1 method="wB97M-V/def2-TZVPD" spin_multiplicity=5 lumo_energy_ev="-7.6 / -11.6" s2=6.03 orbital_gap_ev="5.95 / 4.95" total_charge=+3 homo_energy_ev="-13.5815 / -16.5892"
Rh 0.3897 0.4323 -1.2276 1.109
P 2.5970 0.4000 -0.1280 0.064
P -0.1705 -0.7445 3.2985 0.581
P -1.9913 0.6694 -1.2982 0.076
P 0.6384 -1.5987 -1.8063 0.098
O 0.7101 1.1795 -4.3971 0.170
C -0.8542 -2.6244 -2.0553 0.004
C 0.2475 0.5449 4.6116 0.073
C -2.7306 2.2693 -0.7389 0.006
C -0.0917 -2.4255 4.0804 0.070
C 3.3059 1.9107 0.6750 0.003
C 3.0139 -0.7993 1.2173 0.047
C 0.0857 1.4456 -5.6182 0.258
C 1.4890 -2.8912 -0.7730 0.011
C 1.2750 -3.0486 3.8101 0.010
C 1.7344 -1.7536 -3.2735 0.052
C -3.1848 -0.4830 -0.5056 0.025
C -2.2989 1.0544 2.7216 0.004
C -0.4200 2.6577 -8.1578 0.300
C -0.7335 0.6729 5.7808 0.035
C 3.8973 0.0932 -1.3935 0.008
C 0.4327 1.5362 -8.0490 0.061
C -0.9231 2.4331 -5.7601 0.102
C 0.6716 0.9405 -6.7982 0.087
C -3.0234 -1.1926 3.7027 0.027
C -2.5615 0.5754 -3.0625 0.012
C -2.0096 -0.4544 2.8312 0.077
C 0.6369 2.6061 -1.2510 0.217
C 0.2589 2.2690 0.0821 0.091
C 1.7021 0.4077 5.0827 0.001
C -1.1604 3.0243 -7.0189 0.057
C -0.4725 -2.5263 5.5455 0.030
H 2.4673 -2.5448 -3.0681 0.006
H 1.5138 -3.0576 2.7441 0.002
H 1.9403 1.2567 5.7364 0.000
H 0.2013 1.4814 4.0152 0.002
H -0.4929 3.2357 -9.0878 0.011
H 0.2740 -2.0985 6.2195 0.001
H 3.0855 -1.8181 0.8319 0.000
H 4.8156 0.5880 -1.0471 0.000
H -2.0596 3.1097 -0.9463 0.000
H -4.0248 -1.0194 3.2906 0.006
H 1.1015 -2.0573 -4.1033 0.001
H -0.5902 -3.5876 -2.5119 0.000
H 2.5814 -2.8066 -0.8323 0.001
H -0.5429 -3.5889 5.8057 0.008
H -2.8983 2.2258 0.3461 0.000
H 1.8633 -0.5118 5.6556 0.000
H 1.1702 -2.8400 0.2771 0.001
H -0.1092 3.0162 -1.9401 0.018
H -2.5701 -0.4727 -3.4105 0.001
H 4.0819 -0.9830 -1.5104 0.000
H 1.2320 -3.9014 -1.1346 0.001
H -1.3273 -2.8640 -1.0944 0.001
H -1.9089 1.1615 -3.7325 0.003
H 2.9645 2.8171 0.1659 0.000
H -1.5568 1.5458 2.0743 0.003
H -0.6126 -0.1239 6.5255 0.001
H 2.2722 -0.8412 -3.5581 0.006
H 1.2719 -4.0895 4.1453 0.000
H -2.8494 -2.2765 3.7057 0.001
H -3.5782 1.0065 -3.1020 0.001
H 4.4037 1.8692 0.6456 0.001
H 2.4225 0.4357 4.2546 0.001
H -1.4447 -2.0906 5.7819 0.000
H 1.0004 2.2741 0.8803 0.010
H 2.9897 1.9466 1.7258 0.000
H -0.7327 2.5357 0.4444 0.008
H -0.8230 -2.9970 3.4909 0.001
H -1.7830 0.7148 5.4668 0.001
H -2.0199 -0.9201 1.8300 0.009
H 0.1749 0.6727 -3.7005 0.054
H -1.5340 2.7269 -4.8947 0.001
H -2.8712 -1.5271 -0.5998 0.000
H -0.5064 1.6226 6.2878 0.008
H 1.3380 0.0879 -6.6896 0.001
H -3.2816 -0.2315 0.5589 0.000
H 2.2371 -0.7536 1.9932 0.029
H 0.9188 1.1489 -8.9450 0.000
H 3.5917 0.5296 -2.3535 0.003
H -2.2813 1.5430 3.7058 0.000
H 3.9849 -0.5379 1.6624 0.004
H -1.9435 3.7859 -7.0994 -0.001
H 2.0776 -2.5305 4.3380 0.000
H 1.6806 2.8229 -1.4934 0.021
H -3.0048 -0.8117 4.7310 0.000
H -1.6091 -2.1475 -2.6805 0.001
H -3.2990 1.2042 2.2984 0.001
H -3.6929 2.4538 -1.2373 0.001
H -4.1681 -0.3685 -0.9881 0.003

E_tot? In order: -86357.5805 -70084.9374 eV.